No. 1
19
Properties=species:S:1:pos:R:3:mulliken_charge:R:1 method="wB97M-V/def2-TZVPD" energy_ha=-573.9685 total_charge=+2 homo_energy_ev="-17.75 / -15.74"
C 5.19361 0.61341 1.77699 -0.9677
O 5.44566 -0.59817 2.48417 -0.2812
C 5.07429 -0.57755 3.82937 -0.4660
C 5.57398 -1.81000 4.54194 -0.5262
O 6.94439 -1.67812 4.82782 0.0246
C 7.44663 -2.72268 5.62134 -0.5530
H 5.62825 0.97881 0.83033 0.3770
H 5.85601 1.33473 2.30389 0.3496
H 3.96970 -0.53683 3.92334 0.3630
H 5.47434 0.31937 4.34093 0.3851
H 5.40678 -2.70680 3.91647 0.3901
H 4.99202 -1.93830 5.47351 0.4540
H 8.51514 -2.53389 5.78137 0.2883
H 6.94496 -2.75321 6.60455 0.3638
H 7.31206 -3.70232 5.13058 0.3532
In 3.06213 1.00943 1.41701 1.0229
O 3.15951 0.24208 -0.31072 -0.5398
H 2.95810 0.68844 -1.13884 0.4384
H 4.25314 -0.04570 -0.30431 0.5240

***

No. 2
9
Properties=species:S:1:pos:R:3:mulliken_charge:R:1 method="wB97M-V/def2-TZVPD" smiles="NC(=O)C(=O)O" energy_ha=-358.5178 total_charge=0 homo_energy_ev=-10.52
N -1.18861 0.69609 0.07639 -0.3203
C -0.69456 -0.56374 -0.00310 0.3815
O -1.33468 -1.58855 -0.02190 -0.5569
C 0.84440 -0.56512 -0.00305 0.6161
O 1.49051 -1.58280 0.05460 -0.4824
O 1.36397 0.70391 -0.02065 -0.4713
H -2.18348 0.77706 -0.03671 0.2460
H -0.62325 1.50521 -0.01755 0.2328
H 2.32568 0.61796 -0.02802 0.3545

***

No. 3
17
Properties=species:S:1:pos:R:3:mulliken_charge:R:1 method="wB97M-V/def2-TZVPD" smiles="C=CC(=C)O.O.O" energy_ha=-384.0155 total_charge=0 homo_energy_ev=-8.47
C 1.51494 -0.57605 -1.03692 -0.6134
C 1.97662 0.07338 -2.12397 -0.4093
C 2.04626 1.55375 -2.28875 0.6917
C 2.85692 2.31378 -1.54615 -0.9255
O 1.11215 1.99271 -3.15690 -0.4729
H 1.88222 -0.35379 -0.04587 0.2624
H 1.02365 -1.51459 -1.26438 0.2619
H 2.38297 -0.46075 -2.98479 0.3250
H 3.21641 3.28627 -1.84012 0.3136
H 3.31457 1.91485 -0.65500 0.2289
H 1.03713 2.95387 -3.10514 0.3378
O -4.80771 -0.63651 1.42886 -0.6373
H -5.54570 -0.46880 2.02784 0.3253
H -4.01325 -0.44631 1.93505 0.3117
O -3.02753 -3.22022 5.06092 -0.6325
H -2.77825 -2.83768 4.21264 0.3088
H -2.19138 -3.57393 5.38269 0.3239